No. 1
Computed, not measured: a cluster of 7 separate species, C13H30BCl12 in total, with ωB97M-V/def2-TZVPD.

XYZ file:
```
56
Properties=species:S:1:pos:R:3:lowdin_charge:R:1
B 1.97 -1.29 1.64 -0.60
C 0.31 -1.28 1.63 -0.28
H 2.43 -1.02 2.69 -0.05
H 2.42 -2.31 1.22 -0.04
H 2.29 -0.40 0.90 -0.04
H -0.02 -0.37 2.31 0.04
H -0.16 -2.26 2.10 0.03
H -0.03 -1.11 0.50 0.00
Cl -2.86 -1.46 -0.45 0.54
C -2.62 -2.96 -1.38 -0.66
C -1.16 -3.40 -1.39 -0.68
Cl -0.14 -2.30 -2.34 0.55
H -3.00 -2.80 -2.39 0.06
H -3.23 -3.73 -0.90 0.07
H -1.08 -4.39 -1.85 -0.03
H -0.75 -3.46 -0.38 0.07
Cl 1.38 -4.41 -5.68 0.53
C 1.66 -5.36 -4.20 -0.66
C 0.64 -6.47 -4.02 -0.64
Cl -0.99 -5.84 -3.68 0.59
H 1.65 -4.67 -3.35 0.06
H 2.67 -5.78 -4.28 0.07
H 0.92 -7.10 -3.18 0.07
H 0.58 -7.10 -4.92 0.07
Cl -3.16 1.78 0.91 0.53
C -4.86 2.04 0.47 -0.66
C -5.75 2.24 1.68 -0.69
Cl -5.92 0.74 2.64 0.53
H -5.19 1.19 -0.14 0.06
H -4.89 2.94 -0.16 0.07
H -6.76 2.52 1.37 0.07
H -5.36 3.02 2.34 -0.03
Cl 5.10 -1.85 -1.35 0.52
C 5.50 -0.46 -0.32 -0.69
C 6.98 -0.42 0.05 -0.68
Cl 7.43 -1.75 1.14 0.52
H 4.87 -0.50 0.57 0.07
H 5.24 0.45 -0.88 -0.04
H 7.21 0.51 0.57 0.06
H 7.62 -0.48 -0.84 0.06
Cl -6.81 5.67 4.34 0.53
C -5.50 5.38 5.50 -0.66
C -4.13 5.58 4.89 -0.65
Cl -3.74 4.33 3.68 0.59
H -5.62 4.37 5.90 0.07
H -5.65 6.09 6.33 0.07
H -3.36 5.53 5.66 0.07
H -4.05 6.56 4.40 0.07
Cl 3.77 2.55 -4.15 0.52
C 2.95 2.89 -2.61 -0.65
C 3.82 3.68 -1.65 -0.64
Cl 5.20 2.72 -1.05 0.61
H 2.63 1.94 -2.17 0.08
H 2.05 3.47 -2.85 0.07
H 3.24 3.99 -0.78 0.08
H 4.22 4.59 -2.12 0.06
```

Values from the calculation:
Net charge = -1
ΔE to the lowest compared entry with this formula, charge and spin = 0.716 eV
Gap between HOMO and LUMO = 6.4 eV
LUMO energy = 2.00 eV

***

No. 2
Computed, not measured: the molecule C13H30BNP2, with ωB97M-V/def2-TZVPD.

XYZ file:
```
47
Properties=species:S:1:pos:R:3:lowdin_charge:R:1
C -1.98 -0.52 -2.11 -0.04
N -0.75 0.13 -1.59 -0.04
B -0.29 -0.15 -0.30 -0.81
P -0.45 -1.42 1.08 0.96
C 0.92 -2.66 0.92 -0.84
C 1.29 -3.02 2.34 -0.15
C 2.10 -1.97 0.22 -0.15
C 0.51 -3.94 0.20 -0.11
P 0.66 0.57 1.23 0.95
C -0.56 1.48 2.29 -0.80
C 0.05 1.67 3.69 -0.12
C -0.63 2.84 1.54 -0.13
C -1.94 0.77 2.32 -0.17
C 0.02 1.09 -2.46 -0.53
C 1.45 1.27 -1.91 -0.07
C -0.77 2.46 -2.54 -0.02
C 0.13 0.65 -3.93 -0.05
H -1.74 -1.49 -2.53 0.09
H -2.39 0.07 -2.90 0.06
H -2.71 -0.62 -1.33 0.07
H 0.44 -3.56 2.79 0.07
H 2.18 -3.68 2.36 0.09
H 1.38 -2.12 2.95 0.06
H 1.84 -1.58 -0.77 0.06
H 2.42 -1.17 0.88 0.02
H 2.96 -2.64 0.11 0.09
H 0.06 -3.72 -0.75 0.06
H -0.24 -4.50 0.79 0.08
H 1.36 -4.61 0.06 0.09
H -0.54 2.43 4.25 0.08
H 1.06 2.04 3.71 0.06
H -0.02 0.73 4.26 0.08
H -1.16 2.71 0.58 0.06
H 0.35 3.25 1.31 0.07
H -1.18 3.56 2.13 0.07
H -2.33 0.55 1.34 0.04
H -1.89 -0.18 2.87 0.04
H -2.64 1.46 2.81 0.09
H 1.43 1.64 -0.89 0.01
H 2.00 2.00 -2.52 0.10
H 1.97 0.32 -1.90 0.07
H -0.95 2.86 -1.55 0.06
H -0.21 3.16 -3.15 0.08
H -1.74 2.27 -3.01 0.08
H 0.73 -0.24 -3.99 0.08
H -0.85 0.42 -4.37 0.08
H 0.65 1.40 -4.55 0.10
```

Values from the calculation:
Net charge = 0
SMILES = CN(B1P(C(C)(C)C)#P1C(C)(C)C)C(C)(C)C
ΔE to the lowest compared entry with this formula, charge and spin = 0.000 eV
Gap between HOMO and LUMO = 8.1 eV
LUMO energy = 0.68 eV

***

No. 3
Computed, not measured: a structure of composition C13H30CaClN2O2, with ωB97M-V/def2-TZVPD.

XYZ file:
```
49
Properties=species:S:1:pos:R:3:lowdin_charge:R:1
Ca 2.99 9.18 13.24 1.49
Cl 5.69 9.38 14.05 -0.22
C 8.16 8.19 10.93 -0.06
C 6.93 7.34 10.57 -0.46
C 7.10 6.16 9.58 -0.16
O 7.80 6.58 8.36 -0.19
C 6.90 7.24 7.42 -0.09
N 6.43 6.91 11.85 0.00
H 8.07 8.97 11.69 0.07
H 8.57 8.63 10.03 0.08
H 8.97 7.52 11.23 0.09
H 6.17 8.02 10.18 0.11
H 6.18 5.65 9.33 0.12
H 7.78 5.42 9.99 0.13
H 6.07 7.75 7.91 0.07
H 6.53 6.56 6.66 0.08
H 7.49 7.97 6.85 0.09
H 6.72 7.65 12.48 -0.05
H 7.11 6.18 12.06 0.07
C 5.22 15.22 16.38 -0.01
C 6.40 14.21 16.23 -0.44
C 7.57 14.65 17.22 -0.15
C 7.39 14.30 18.70 -0.19
C 6.86 12.82 18.92 -0.10
C 5.77 12.31 17.89 -0.45
N 6.06 12.81 16.54 -0.15
O 5.32 12.26 15.55 -0.07
C 5.82 10.83 18.04 -0.07
C 4.33 12.78 18.41 -0.03
C 7.20 14.22 14.87 -0.03
H 5.54 16.25 16.19 0.08
H 4.94 15.24 17.44 0.06
H 4.34 14.92 15.82 0.07
H 8.41 13.98 17.03 0.11
H 7.91 15.68 17.08 0.12
H 6.77 15.07 19.15 0.09
H 8.29 14.53 19.28 0.11
H 6.56 12.91 19.97 0.11
H 7.73 12.18 19.05 0.10
H 6.86 10.48 17.98 0.09
H 5.38 10.41 18.94 0.09
H 5.20 10.32 17.30 0.06
H 3.77 12.01 18.94 0.06
H 4.47 13.49 19.22 0.07
H 3.56 13.05 17.68 0.07
H 7.66 15.20 14.70 0.08
H 6.47 13.99 14.08 0.07
H 8.02 13.52 14.90 0.08
H 5.74 11.41 15.40 -0.02
```

Values from the calculation:
Net charge = +1
Gap between HOMO and LUMO = 3.1 eV
LUMO energy = -6.70 eV

***

No. 4
Computed, not measured: a structure of composition C13H30CdN4O7, with ωB97M-V/def2-TZVPD.

XYZ file:
```
55
Properties=species:S:1:pos:R:3:lowdin_charge:R:1
O 0.82 3.63 -2.26 -0.13
H 0.02 4.20 -2.30 0.09
Cd 0.14 0.82 -1.02 1.39
N -0.56 -1.41 -1.56 -0.09
N -2.15 0.69 -1.41 -0.17
N 1.77 -0.39 0.15 -0.09
N 1.57 2.25 0.20 -0.17
O 0.20 -2.47 -1.57 -0.15
O 1.82 -1.74 0.26 -0.11
O 1.46 3.55 0.23 -0.22
O -2.87 1.70 -1.21 -0.05
C -2.71 -0.47 -1.84 -0.25
C -1.87 -1.62 -1.84 -0.27
C 2.64 0.26 0.92 -0.28
C 2.55 1.70 0.94 -0.31
C -2.33 -3.02 -2.06 -0.02
H -2.21 -3.61 -1.14 0.10
H -1.73 -3.50 -2.84 0.10
H -3.38 -3.05 -2.35 0.07
C -4.16 -0.48 -2.20 -0.02
H -4.37 0.29 -2.95 0.10
H -4.78 -0.27 -1.31 0.10
H -4.45 -1.45 -2.60 0.07
C 3.67 -0.47 1.74 -0.02
C 3.53 2.53 1.70 -0.04
H 3.80 -1.49 1.37 0.08
H 3.36 -0.51 2.80 0.10
H 4.63 0.06 1.71 0.08
H 3.16 3.56 1.73 0.07
H 4.50 2.53 1.17 0.09
H 3.68 2.15 2.72 0.08
H 1.19 -2.07 -0.50 0.04
H 1.15 3.73 -1.33 -0.01
C 0.77 1.64 -2.88 -0.13
H -0.32 1.45 -2.93 0.00
H 1.64 1.11 -2.42 0.02
H 1.08 1.99 -3.86 0.03
O 2.38 -2.84 -3.58 -0.08
H 3.03 -2.13 -3.44 0.03
H 1.68 -2.69 -2.91 0.00
C -0.64 -2.05 2.59 -0.06
C -1.59 -1.20 1.78 -0.26
O -1.00 0.05 1.34 -0.27
C -0.73 0.98 2.40 -0.27
C -1.90 1.21 3.34 -0.08
H 0.29 -2.22 2.05 0.07
H -1.11 -3.02 2.78 0.08
H -0.42 -1.59 3.56 0.08
H -1.89 -1.70 0.86 0.10
H -2.49 -0.95 2.36 0.11
H 0.15 0.61 2.95 0.12
H -0.44 1.91 1.90 0.10
H -2.04 0.37 4.02 0.07
H -1.69 2.09 3.94 0.08
H -2.83 1.39 2.78 0.09
```

Values from the calculation:
Net charge = 0
ΔE to the lowest compared entry with this formula, charge and spin = 0.000 eV
Gap between HOMO and LUMO (alpha / beta) = 6.9 / 5.6 eV
LUMO energy (alpha / beta) = -0.58 / -1.90 eV

***

No. 5
Computed, not measured: a structure of composition C13H30O13Zr, with ωB97M-V/def2-TZVPD.

XYZ file:
```
57
Properties=species:S:1:pos:R:3:lowdin_charge:R:1
Zr 0.15 -0.67 0.16 1.99
C 2.63 -2.20 1.84 -0.26
O 1.82 -1.72 0.86 -0.47
H 2.73 -3.30 1.77 0.07
H 3.67 -1.84 1.72 0.07
H 2.32 -1.91 2.85 0.08
C 1.90 0.99 -2.27 -0.25
O 1.11 0.50 -1.27 -0.47
H 2.17 0.22 -3.02 0.07
H 1.37 1.77 -2.85 0.07
H 2.86 1.36 -1.88 0.06
C -2.05 -1.29 2.62 -0.26
O -0.90 -1.02 1.95 -0.47
H -2.06 -2.34 2.97 0.07
H -2.11 -0.68 3.54 0.06
H -2.95 -1.10 2.03 0.07
C -2.97 -0.75 -1.23 -0.24
O -1.65 -0.94 -0.93 -0.48
H -3.56 -1.62 -0.95 0.08
H -3.38 0.11 -0.66 0.07
H -3.07 -0.52 -2.30 0.07
C -1.86 2.36 -2.04 -0.01
O -2.36 2.90 -0.82 0.00
C -1.87 2.36 0.30 -0.58
O -1.00 1.53 0.33 0.04
O -2.37 2.89 1.40 0.03
C -3.29 3.98 1.33 -0.02
H -2.72 2.07 -2.63 0.10
H -1.18 1.52 -1.87 0.07
H -1.37 3.17 -2.57 0.10
H -3.99 3.88 0.50 0.10
H -2.74 4.92 1.23 0.10
H -3.80 4.01 2.29 0.10
C 0.05 1.24 4.02 -0.01
O 1.23 1.93 3.59 0.04
C 1.72 1.53 2.42 -0.59
O 1.12 0.87 1.61 -0.01
O 2.92 1.98 2.24 0.06
C 3.54 1.50 1.02 0.00
H -0.05 1.45 5.08 0.10
H 0.16 0.17 3.85 0.09
H -0.83 1.66 3.53 0.09
H 4.56 1.86 1.00 0.10
H 3.00 1.89 0.15 0.08
H 3.50 0.41 0.96 0.09
C 2.15 -4.38 -1.48 -0.03
O 1.39 -4.13 -2.67 0.04
C 0.72 -2.99 -2.66 -0.60
O 0.71 -2.19 -1.76 0.02
O 0.13 -2.80 -3.81 0.05
C -0.51 -1.54 -3.93 -0.01
H 2.43 -5.43 -1.47 0.10
H 1.57 -4.20 -0.58 0.09
H 3.07 -3.81 -1.51 0.11
H -1.09 -1.30 -3.04 0.07
H -1.16 -1.61 -4.80 0.10
H 0.23 -0.76 -4.12 0.10
```

Values from the calculation:
Net charge = 0
ΔE to the lowest compared entry with this formula, charge and spin = 0.108 eV
Gap between HOMO and LUMO = 9.1 eV
LUMO energy = 0.61 eV

***

No. 6
Computed, not measured: a cluster of 2 separate species, C13H31BBrO7P2 in total, with ωB97M-V/def2-TZVPD.

XYZ file:
```
55
Properties=species:S:1:pos:R:3:lowdin_charge:R:1
C 1.13 0.51 2.05 -0.05
C -0.28 1.06 2.22 -0.26
O -0.58 1.99 1.16 -0.20
P -1.99 1.91 0.39 0.46
O -2.32 3.24 -0.16 -0.29
C -1.83 0.70 -0.93 -0.18
C -0.93 -0.54 -0.71 -0.20
C -1.73 -1.85 -0.82 -0.17
C -1.10 -3.08 -0.16 -0.69
P 0.38 -3.86 -0.96 0.68
O 1.39 -2.55 -1.15 -0.41
Br -0.34 -3.96 -3.11 0.25
C -0.70 -2.86 1.36 -0.26
O -1.28 -3.88 2.06 -0.09
B -2.54 -4.16 1.30 -0.57
O -2.04 -4.12 -0.12 -0.13
O -3.08 1.46 1.46 -0.19
C -3.45 0.07 1.62 -0.27
C -4.77 -0.24 0.95 -0.07
H 1.79 0.77 2.88 0.07
H 1.53 0.84 1.10 0.06
H 1.08 -0.58 2.01 0.06
H -0.39 1.56 3.17 0.12
H -0.98 0.23 2.21 0.08
H -1.39 1.33 -1.71 0.09
H -2.82 0.43 -1.27 0.09
H -0.16 -0.55 -1.47 0.10
H -0.46 -0.52 0.27 0.06
H -1.88 -2.10 -1.87 0.07
H -2.71 -1.74 -0.36 0.10
H 1.39 -1.99 -0.37 0.02
H -1.13 -1.88 1.66 0.09
H 0.38 -2.80 1.52 0.10
H -3.07 -5.21 1.58 0.06
H -3.32 -3.18 1.47 0.07
H -3.53 -0.12 2.69 0.13
H -2.67 -0.61 1.25 0.06
H -5.58 0.31 1.41 0.08
H -4.74 -0.06 -0.12 0.07
H -4.96 -1.31 1.10 0.07
C 5.81 2.53 -1.19 -0.08
C 4.79 1.48 -1.61 -0.28
O 3.58 1.53 -0.88 -0.16
C 2.85 2.74 -0.98 -0.27
C 2.41 3.07 -2.40 -0.07
H 6.00 2.47 -0.12 0.08
H 6.75 2.37 -1.73 0.07
H 5.47 3.54 -1.42 0.06
H 5.19 0.48 -1.41 0.12
H 4.60 1.53 -2.68 0.11
H 3.41 3.57 -0.55 0.11
H 1.96 2.60 -0.36 0.10
H 3.26 3.27 -3.06 0.06
H 1.78 3.96 -2.40 0.08
H 1.85 2.24 -2.83 0.08
```

Values from the calculation:
Net charge = -1
Gap between HOMO and LUMO = 7.6 eV
LUMO energy = 2.55 eV

***

No. 7
Computed, not measured: a structure of composition C13H31BaBr3N2O7P, with ωB97M-V/def2-TZVPD.

XYZ file:
```
58
Properties=species:S:1:pos:R:3:lowdin_charge:R:1
Ba -8.59 -7.31 23.81 1.09
O -6.86 -8.28 25.46 -0.70
H -6.97 -8.83 26.26 -0.12
C -9.79 -9.34 27.06 -0.27
O -9.78 -8.60 26.07 -0.20
N -10.93 -10.04 27.48 -0.16
C -10.79 -11.01 28.49 -0.11
C -12.28 -10.04 26.77 -0.01
H -8.97 -9.43 27.80 0.12
H -11.71 -10.91 29.07 0.09
H -9.94 -10.86 29.15 0.09
H -10.61 -12.01 28.09 0.09
H -13.05 -10.62 27.28 0.08
H -12.76 -9.07 26.84 0.08
H -12.28 -10.40 25.75 0.09
C -6.83 -11.39 27.19 -0.27
O -7.81 -12.18 27.49 -0.07
N -5.97 -10.89 28.13 -0.17
C -4.84 -10.01 27.84 -0.09
C -6.02 -11.30 29.57 -0.03
H -6.48 -11.09 26.19 0.13
H -4.81 -9.13 28.49 0.07
H -4.76 -9.56 26.85 0.03
H -3.92 -10.58 27.84 0.09
H -5.09 -11.65 30.02 0.09
H -6.36 -10.37 30.04 0.08
H -6.77 -12.01 29.91 0.08
C -4.04 -6.44 25.99 -1.34
Br -3.20 -7.96 24.91 0.51
Br -4.35 -4.59 25.04 0.48
Br -3.13 -6.33 27.79 0.50
H -5.06 -6.76 26.22 -0.10
C -6.64 -1.16 24.72 -0.06
C -7.66 -2.26 25.09 -0.33
O -7.40 -2.60 26.41 -0.16
P -8.12 -3.98 26.84 0.55
O -8.44 -4.98 25.78 -0.38
O -9.51 -3.39 27.42 -0.17
C -10.75 -4.03 27.40 -0.34
C -11.72 -3.56 26.43 -0.08
O -7.25 -4.36 28.21 -0.18
C -7.73 -5.47 28.98 -0.25
C -7.58 -6.79 28.23 -0.07
H -6.58 -0.37 25.47 0.08
H -5.67 -1.65 24.82 0.05
H -6.81 -0.70 23.75 0.08
H -8.67 -1.94 24.84 0.12
H -7.47 -3.02 24.34 0.10
H -10.61 -5.11 27.41 0.12
H -11.18 -3.71 28.35 0.13
H -12.76 -3.75 26.72 0.09
H -11.63 -2.47 26.51 0.09
H -11.58 -3.80 25.38 0.08
H -7.24 -5.37 29.95 0.12
H -8.78 -5.28 29.19 0.10
H -6.61 -6.76 27.72 0.06
H -7.66 -7.60 28.95 0.08
H -8.35 -6.93 27.48 0.04
```

Values from the calculation:
Net charge = 0
2S+1 = 2
Expectation value of S² = 0.75
Gap between HOMO and LUMO (alpha / beta) = 2.8 / 7.8 eV
LUMO energy (alpha / beta) = -0.85 / -0.85 eV

***

No. 8
Computed, not measured: a cluster of 5 separate species, C13H31BrN4O6P in total, with ωB97M-V/def2-TZVPD.

XYZ file:
```
56
Properties=species:S:1:pos:R:3:lowdin_charge:R:1
O -1.51 -0.97 -0.85 -0.24
C -0.97 -0.75 -2.18 -0.64
P 0.27 -1.69 -2.78 0.42
O 0.03 -3.28 -2.24 -0.44
Br 1.83 -1.23 -1.10 0.05
H -1.03 -1.70 -0.43 -0.01
H -1.78 -0.89 -2.93 -0.01
H 0.38 -3.84 -2.93 -0.01
C -1.10 -1.22 3.32 0.00
C -0.09 -2.07 2.58 -0.54
O -0.28 -2.48 1.46 0.03
N 1.09 -2.34 3.22 0.01
C 1.48 -1.93 4.55 -0.10
H -1.96 -1.09 2.67 0.08
H -1.42 -1.70 4.25 0.08
H -0.68 -0.24 3.58 0.06
H 1.73 -2.88 2.67 0.14
H 2.38 -1.30 4.53 0.07
H 1.68 -2.79 5.19 0.08
H 0.69 -1.33 5.00 0.06
C 2.20 1.30 2.59 0.01
C 1.70 1.96 3.85 -0.54
O 1.10 1.34 4.72 0.01
N 1.91 3.30 4.00 0.01
C 2.59 4.22 3.12 -0.08
H 1.93 0.25 2.61 0.07
H 1.72 1.75 1.71 0.06
H 3.28 1.38 2.47 0.09
H 1.46 3.67 4.82 0.14
H 3.40 4.73 3.64 0.08
H 1.90 4.97 2.74 0.07
H 3.02 3.68 2.28 0.07
C -0.29 -3.77 -6.69 -0.02
C -1.18 -2.59 -6.33 -0.56
O -1.80 -2.54 -5.29 0.03
N -1.24 -1.56 -7.24 0.00
C -0.56 -1.44 -8.50 -0.10
H -0.36 -4.48 -5.87 0.08
H -0.61 -4.25 -7.61 0.08
H 0.75 -3.45 -6.80 0.08
H -1.82 -0.80 -6.93 0.14
H 0.11 -0.58 -8.52 0.08
H -1.26 -1.33 -9.33 0.08
H 0.04 -2.33 -8.69 0.06
C -2.67 2.83 2.88 0.00
C -1.41 3.57 2.46 -0.56
O -1.02 4.57 3.04 0.00
N -0.71 3.07 1.42 0.02
C -0.97 1.90 0.59 -0.06
H -3.10 3.36 3.72 0.08
H -3.40 2.80 2.07 0.08
H -2.44 1.81 3.17 0.07
H 0.10 3.62 1.20 0.13
H -0.14 1.19 0.64 0.06
H -1.10 2.18 -0.45 0.08
H -1.87 1.40 0.93 0.07
```

Values from the calculation:
Net charge = -1
Gap between HOMO and LUMO = 5.1 eV
LUMO energy = 2.73 eV